1.
Density functional theory data (ωB97M-V/def2-TZVPD) for a structure of composition C15H29Cl5NO2P2S4ScSi.

As for the total charge: 0. Its HOMO energy is -8.058 eV. As for the gap between HOMO and LUMO: 8.16 eV. The value obtained for the total energy is -6421.1737 Ha. Its energy relative to the best compared isomer or geometry (same formula, charge and spin) is 15.6 kcal per mole.

XYZ file:
```
60
Properties=species:S:1:pos:R:3:forces:R:3
Sc -0.192070 -0.826564 1.239760 -0.22 0.18 -0.59
Cl -1.030137 -5.680946 0.575473 -0.01 0.02 0.00
Cl -4.458733 -1.143520 1.099532 0.02 0.03 -0.02
Cl -1.692104 -5.080934 3.362898 0.00 0.00 0.01
Cl -1.959359 -0.432069 3.169912 0.10 0.00 0.05
Cl -3.949668 1.948918 1.778290 0.01 -0.02 0.00
S 3.785710 0.239093 3.831169 0.02 -0.01 -0.01
S -1.514127 3.188980 -0.760091 0.00 0.00 0.00
S -0.745897 2.904400 2.555095 0.00 0.01 0.01
S 1.314497 1.404436 0.267712 -0.03 -0.04 0.04
P -0.947319 -0.765577 -1.923022 -0.04 0.00 -0.01
P 1.547957 -2.202824 -0.394755 0.07 0.07 0.11
Si -2.859967 0.241864 1.202814 0.04 -0.06 0.09
O -0.090200 -2.840634 2.200459 -0.01 -0.05 0.11
O -1.494830 -2.436821 0.583602 -0.02 -0.13 0.00
N 1.499291 -0.481211 2.423659 0.02 0.09 0.18
C 2.481169 -3.524433 0.435450 -0.04 -0.02 0.01
C -1.062795 -3.188688 1.507448 -0.02 -0.03 0.05
C 1.882187 2.633705 1.480837 0.01 -0.02 0.03
C 0.188008 3.580092 -1.230497 0.00 0.00 0.01
C 1.040223 2.794864 2.746937 0.02 0.01 0.00
C -1.114353 0.436978 -3.304693 0.01 0.00 -0.01
C -0.897095 4.490886 1.684202 0.01 0.00 0.00
C -2.609609 -1.519123 -2.045633 0.02 -0.01 0.00
C 0.687679 -3.057607 -1.770640 -0.01 0.03 -0.03
C -1.777925 -4.517563 1.706873 0.01 0.00 -0.02
C 2.470871 -0.200316 3.030051 0.02 -0.04 -0.03
C 0.100736 -2.044928 -2.758969 0.01 0.00 0.03
C 1.109036 2.369167 -1.245146 0.02 0.04 0.00
C -1.829391 4.469565 0.476956 0.00 0.00 0.00
C 2.873558 -1.288568 -1.252920 0.02 -0.02 0.02
H -2.817549 -4.411990 1.416513 0.00 0.00 0.01
H 2.465685 -0.476232 -1.853377 -0.01 0.00 0.01
H -1.269218 5.239989 2.385103 0.00 0.00 0.00
H -0.478105 -2.551280 -3.535592 -0.01 0.01 0.00
H 0.908281 -1.509211 -3.265482 0.00 -0.01 -0.01
H 1.188026 1.939370 3.403459 -0.01 -0.01 0.00
H 3.020492 -3.091607 1.278607 0.00 0.00 0.00
H -1.792962 1.238792 -3.009634 0.01 0.00 0.01
H 2.891547 2.349435 1.781268 0.00 0.00 -0.01
H 2.104174 2.677727 -1.574720 0.00 0.00 0.01
H -2.689968 -2.373749 -1.380000 -0.01 -0.01 0.00
H 0.104316 4.809472 1.393900 0.00 0.00 0.00
H 3.529196 -0.844244 -0.503739 0.00 0.00 0.00
H 1.379330 -3.743030 -2.268263 0.01 0.02 -0.02
H -1.522087 -0.062072 -4.186254 -0.01 0.01 0.00
H 0.751950 1.630466 -1.959888 0.00 0.02 0.00
H 3.186597 -4.000263 -0.247460 0.00 0.00 0.00
H 0.202607 4.023809 -2.228129 -0.01 0.00 0.00
H -0.107311 -3.659471 -1.325868 0.01 -0.03 0.00
H 1.957676 3.575394 0.936921 -0.01 0.00 0.00
H -1.815071 5.450352 -0.002622 0.00 0.00 0.00
H 1.791262 -4.270487 0.828372 0.00 0.00 0.01
H -3.362668 -0.792430 -1.740063 0.01 0.01 0.00
H 0.569903 4.338522 -0.548636 0.00 0.00 -0.01
H 3.450246 -1.960138 -1.892354 0.00 0.00 0.00
H -2.803281 -1.821371 -3.076844 -0.01 0.00 0.00
H 1.412079 3.667324 3.288549 0.00 0.00 0.00
H -0.157204 0.879937 -3.579935 0.00 -0.02 -0.01
H -2.853284 4.276364 0.793431 0.00 0.00 0.00
```
Positions in Å, forces in eV/Å.

---

2.
Density functional theory data (ωB97M-V/def2-TZVPD) for a structure of composition C24H44Br12O10S5 in a non-equilibrium geometry.

As for the total charge: 0. Its HOMO energy is -10.085 eV. As for the gap between HOMO and LUMO: 9.57 eV. The value obtained for the total energy is -34572.1476 Ha. Its energy relative to the best compared isomer or geometry (same formula, charge and spin) is 70.5 kcal per mole.

XYZ file:
```
95
Properties=species:S:1:pos:R:3:forces:R:3
Br -43.717540 -39.563690 14.096890 -0.18 -0.10 1.17
Br -36.372030 -26.815120 26.751630 -0.82 -1.01 -0.94
Br -39.725670 -33.608790 26.881600 0.72 0.15 0.14
Br -41.604030 -35.500080 25.200030 -0.01 1.18 0.11
Br -28.301960 -31.305280 16.283000 -1.09 0.42 -0.14
Br -43.345200 -41.479540 16.721770 -0.35 0.42 -0.46
Br -42.936290 -38.349080 17.082170 -0.69 -0.72 -0.92
Br -36.460900 -28.757760 24.063730 -0.46 0.58 0.77
Br -30.745070 -31.311040 14.091820 0.49 0.27 1.30
Br -30.368320 -28.731210 15.990090 0.36 -1.08 0.09
Br -42.805130 -33.367390 27.302640 0.22 0.02 -0.64
Br -38.938690 -26.733400 24.758670 0.69 -0.25 0.06
S -36.970710 -41.424900 29.565600 -0.18 1.57 1.43
S -31.103030 -37.880360 13.088030 -0.54 0.65 0.99
S -36.317080 -28.178670 17.683180 0.70 -0.48 0.55
S -36.455980 -35.507400 21.439120 1.69 -2.07 0.04
S -38.871740 -34.434170 13.524180 -0.28 -1.29 1.44
O -36.805640 -42.356470 28.492620 0.08 -0.44 -0.27
O -36.359270 -28.273740 16.242350 0.08 0.08 0.15
O -31.408910 -36.681230 13.924650 -0.31 -2.18 -1.65
O -36.452240 -36.578090 22.458880 0.08 1.72 -1.51
O -37.881010 -41.737320 30.676560 1.35 0.42 -1.22
O -39.987270 -34.144730 12.657820 0.29 0.25 -0.07
O -32.085990 -38.865410 12.593120 0.95 1.88 0.66
O -39.002440 -34.188020 14.968380 0.45 0.10 -1.92
O -35.419600 -29.035790 18.443760 -0.59 0.38 -0.49
O -37.388690 -34.434940 21.492940 -1.20 0.68 0.23
C -34.779420 -34.702750 21.251480 -0.87 -1.64 -0.09
C -43.950460 -39.756400 16.038900 0.97 0.52 0.60
C -30.134010 -30.697910 15.915330 -0.18 0.41 -1.09
C -37.387370 -39.786650 28.897600 0.47 0.24 -0.24
C -28.591770 -37.410890 12.250490 -1.15 -1.58 0.85
C -37.336080 -33.798700 12.797360 0.31 0.05 -0.09
C -35.315020 -40.820350 30.198580 -0.42 -0.03 -0.37
C -37.499830 -27.874810 25.480470 -0.17 0.55 -0.23
C -29.828750 -38.762530 13.983550 0.41 0.57 0.63
C -38.435140 -26.822120 18.111210 -0.03 0.89 0.75
C -35.232330 -35.679140 19.047630 -0.82 0.21 -0.25
C -34.138480 -35.557310 20.101260 0.31 1.21 -0.04
C -36.751580 -38.748330 29.824410 0.69 -0.36 1.71
C -36.451210 -36.252790 19.745350 -0.12 -0.63 0.25
C -41.384650 -33.682550 25.979810 -0.66 -0.84 0.42
C -28.661240 -38.848680 13.020000 0.69 1.42 -0.84
C -37.264780 -25.876450 18.697920 -1.60 -0.68 -1.08
C -35.294540 -39.252180 30.088790 -0.18 -0.87 -0.25
C -37.513550 -36.206870 12.015970 -1.72 0.56 -0.69
C -36.727880 -34.925310 11.938930 1.54 0.49 0.54
C -35.968510 -26.401830 18.142620 0.53 -1.61 0.42
C -30.022970 -37.294800 11.748360 -1.01 -0.32 -0.80
C -38.034930 -28.301770 18.269670 1.07 1.72 0.17
C -38.422550 -36.192100 13.300050 2.09 -0.23 -0.37
H -30.194000 -39.641560 14.514570 -0.11 -0.30 -0.76
H -44.988570 -39.609020 16.336740 0.26 -0.12 -0.39
H -36.271130 -37.327760 19.735080 -0.13 -0.11 0.95
H -38.443440 -39.766070 28.628510 0.02 0.22 0.42
H -36.776760 -37.688380 29.571510 0.01 -0.25 -0.88
H -37.157360 -38.712800 30.835450 -0.75 -0.44 -0.05
H -35.228990 -26.433640 18.942740 0.18 -0.22 -0.23
H -30.842160 -31.111590 16.633300 0.41 -0.03 -0.17
H -37.520370 -32.851730 12.289990 -0.23 -0.15 0.04
H -36.616070 -33.641710 13.600500 -0.46 0.31 0.24
H -35.459250 -34.702450 18.620210 0.10 0.13 0.03
H -28.415680 -36.585760 12.940590 0.44 -0.14 -0.01
H -36.782920 -36.980920 11.781150 -0.60 -0.65 0.73
H -36.439120 -34.748200 10.902910 -0.77 0.69 -0.14
H -30.225110 -37.955140 10.905040 0.20 -0.40 0.09
H -38.172870 -36.112880 11.153100 -0.32 -0.59 -0.05
H -37.455400 -24.842780 18.409340 -0.06 -0.06 0.02
H -37.265520 -25.929780 19.786620 0.02 -0.07 -0.05
H -34.386390 -34.703900 22.268150 0.47 -0.27 -0.26
H -35.007570 -36.347010 18.216050 0.40 0.10 0.04
H -38.101280 -28.641700 25.968570 0.75 0.12 0.32
H -35.191340 -41.294460 31.172240 -0.08 0.45 0.16
H -39.349630 -26.664120 18.682900 -0.03 0.19 -0.06
H -39.257260 -36.889720 13.368330 -0.18 0.43 -0.44
H -38.611740 -29.037870 17.709710 0.26 0.14 0.02
H -35.481430 -26.023080 17.244070 -0.57 0.44 0.00
H -33.313730 -35.031430 19.620270 0.17 0.17 0.31
H -41.398800 -32.881980 25.240230 -0.24 -0.51 -0.03
H -37.422990 -36.158780 19.260700 0.06 0.64 0.13
H -37.994420 -28.476470 19.344810 -0.01 -0.51 -0.08
H -35.017360 -33.674230 20.980120 0.15 -0.14 -0.31
H -27.722820 -39.045280 13.538470 -0.08 -0.11 -0.06
H -29.558010 -38.089140 14.796780 0.04 0.24 -0.07
H -28.816090 -39.586370 12.232640 0.02 -0.20 0.16
H -36.805980 -39.715100 27.978380 -0.14 -0.28 -0.30
H -34.620180 -39.019110 29.264760 -0.19 0.10 -0.20
H -38.635470 -26.520220 17.083190 0.09 -0.27 -0.07
H -27.897790 -37.444450 11.410630 0.09 0.13 0.28
H -35.728090 -35.074060 12.346840 0.03 -0.23 0.41
H -34.526020 -41.198090 29.548260 -0.33 -0.37 -0.06
H -37.756900 -36.451680 14.123240 -0.13 0.25 0.39
H -33.734120 -36.531950 20.374520 -0.32 0.03 0.49
H -34.818130 -38.815540 30.966570 -0.37 0.06 0.11
H -30.427130 -36.347900 11.390410 0.33 0.33 0.53
```
Positions in Å, forces in eV/Å.

---

3.
Density functional theory data (ωB97M-V/def2-TZVPD) for a structure of composition C49H49F6N3OP2PbSeTe in a non-equilibrium geometry.

As for the total charge: +2. Its HOMO energy is -12.658 eV. As for the gap between HOMO and LUMO: 5.26 eV. The value obtained for the total energy is -6279.8596 Ha. Its energy relative to the best compared isomer or geometry (same formula, charge and spin) is 0.0 kcal per mole.

XYZ file:
```
113
Properties=species:S:1:pos:R:3:forces:R:3
Pb 0.014465 -1.079259 0.402636 -0.04 -0.58 -0.62
Te 4.014588 -0.005880 3.666947 0.21 0.60 -0.34
Se -1.470430 0.911953 -0.715416 0.01 0.10 0.01
P 2.584298 -0.083906 0.635356 0.54 0.56 0.92
P 0.739250 -0.343974 3.010888 1.17 0.99 0.52
F 0.768597 -3.920796 1.208297 -0.08 0.01 -0.03
F -1.383050 -3.848910 1.372141 0.15 -0.04 -0.04
F -2.827414 -4.184227 -0.860455 0.13 -0.07 -0.07
F -0.401875 -5.728921 0.897503 0.00 0.30 0.01
F -1.790010 -4.210335 -2.757373 0.04 -0.08 0.18
F -1.738692 -5.957808 -1.477976 0.03 0.14 0.04
O -0.520034 -2.679373 -0.955630 0.12 1.27 0.16
N -1.998856 -0.525885 -3.152614 -0.15 0.05 0.20
N 4.748732 4.715261 2.526446 0.03 0.40 -0.08
N -3.635548 -0.695714 -1.698896 0.20 0.06 -0.10
C 1.991705 -2.918294 5.840668 0.04 -0.03 0.00
C 1.958890 2.609078 0.252248 0.09 -0.09 0.04
C 6.401477 -2.404671 -0.308000 0.00 -0.03 0.01
C 0.797686 -4.650817 -1.510415 -0.09 0.14 -0.02
C -5.740863 0.399506 -1.007749 0.20 0.08 -0.09
C 5.094573 2.415362 1.988348 0.10 0.00 -0.06
C 2.393228 1.422598 -0.332650 -0.15 -0.37 -0.08
C -5.409500 1.849016 -1.363700 0.04 -0.05 0.19
C -0.431461 -4.042740 -0.831518 -0.04 -0.68 0.37
C 5.375041 -2.962244 0.445695 0.01 -0.01 0.02
C -1.868262 3.400338 3.433572 0.01 -0.05 0.00
C 4.011203 3.019428 4.034575 0.03 0.15 -0.05
C 0.615948 -0.489891 5.799227 0.00 0.04 -0.06
C -5.076052 -2.314834 -3.013828 -0.05 -0.03 0.06
C 2.417386 2.466829 -2.496610 0.00 -0.08 -0.03
C -1.128203 3.120425 -3.964422 -0.14 -0.07 -0.06
C 2.003493 3.657241 -1.910530 -0.03 0.05 0.00
C 4.237527 -2.221790 0.703760 -0.03 0.04 -0.06
C -2.440568 -0.137203 -1.945645 0.10 -0.23 0.01
C 0.310888 2.377486 3.463937 -0.02 -0.04 0.03
C -4.527239 -0.429043 -0.573829 -0.37 0.07 0.09
C 1.696228 -2.320422 4.629093 -0.10 0.03 0.00
C 1.610299 -2.301080 7.026994 0.00 -0.02 -0.03
C -1.976146 2.110797 -4.735714 0.18 0.00 0.06
C 1.765172 3.725599 -0.545127 -0.06 0.07 -0.03
C 0.919988 -1.096431 7.007054 -0.01 0.02 0.03
C 4.462811 2.039440 3.160103 -0.23 -0.50 0.39
C 5.214091 3.774990 1.717032 -0.04 -0.19 0.04
C -1.663955 1.039492 3.052552 0.12 0.01 0.05
C 4.178686 4.352210 3.667309 -0.02 -0.26 0.04
C -3.973994 -1.499099 -2.779112 0.17 -0.04 -0.27
C -2.946590 -2.108345 -4.894980 0.06 -0.01 -0.07
C 2.593848 1.338607 -1.714241 -0.09 0.07 0.06
C -4.909172 2.672334 -0.176487 -0.05 -0.04 -0.16
C 5.147461 -0.366797 -0.555234 -0.02 0.09 0.06
C 4.133711 -0.909905 0.229768 -0.44 -0.14 -0.16
C -0.279334 1.144210 3.191767 -0.26 -0.45 -0.17
C -0.490818 3.500722 3.585251 0.03 0.09 0.02
C 2.325381 0.101441 2.373294 -0.70 -1.05 -0.76
C -0.830017 -0.026157 -3.869773 0.13 0.11 -0.33
C -1.237534 0.818217 -5.082720 -0.16 0.03 0.16
C 6.282338 -1.118911 -0.816061 0.04 0.03 0.00
C -2.932220 -1.395145 -3.700717 -0.31 -0.06 0.12
C -4.049537 -2.900311 -5.134449 0.06 0.01 -0.02
C -5.098257 -3.001023 -4.209507 -0.03 -0.01 0.07
C -0.387106 -4.421652 0.667953 -0.06 -0.17 0.05
C 1.026511 -1.092203 4.612512 -0.42 -0.15 -0.22
C -2.456422 2.168913 3.177839 -0.08 -0.02 0.00
C -1.716239 -4.623456 -1.478635 -0.16 0.12 -0.15
H -5.938429 -3.642789 -4.435615 0.00 0.00 0.01
H 2.881860 0.395122 -2.164064 0.06 0.04 -0.05
H 5.505143 1.683082 1.308872 0.01 -0.05 -0.06
H -0.904879 2.779249 -2.952559 0.08 0.00 0.02
H -1.873656 0.218221 -5.734631 0.09 -0.01 -0.08
H -5.872050 -2.425028 -2.290621 -0.01 0.03 -0.01
H -6.208468 -0.083005 -1.867425 -0.08 -0.03 0.05
H -6.317508 2.310131 -1.753762 0.04 0.00 -0.09
H 5.463659 -3.971776 0.823441 0.00 0.00 -0.01
H -3.531138 2.089652 3.080500 0.00 0.01 -0.01
H -6.465453 0.381471 -0.190976 0.00 -0.04 0.01
H 2.504266 -3.870450 5.864086 0.01 0.01 0.01
H -0.240254 -0.886113 -4.191364 -0.01 -0.03 0.09
H 1.685677 -4.114163 -1.179305 0.01 -0.02 0.01
H -5.594418 2.577532 0.668253 0.02 0.04 0.03
H -2.299706 2.567879 -5.671597 -0.09 -0.04 0.01
H -0.040416 4.460272 3.804336 0.01 -0.01 -0.01
H -3.962552 0.103712 0.187915 0.10 -0.10 0.01
H 5.062416 0.634584 -0.956326 0.00 0.03 0.03
H -2.126577 -2.067447 -5.598183 -0.02 0.04 -0.01
H 0.706260 -4.548643 -2.589757 0.00 0.03 0.01
H -1.658835 4.068780 -3.879334 0.05 0.02 0.02
H 1.962579 -2.807610 3.696409 0.03 -0.01 0.02
H -4.849543 3.725836 -0.448617 0.01 0.01 0.06
H 0.081802 0.451523 5.771984 -0.02 -0.01 0.05
H 1.858027 4.536548 -2.524137 0.02 0.00 0.00
H 7.294826 -2.981224 -0.507364 0.00 0.00 -0.02
H -4.848632 -1.389060 -0.168061 0.09 -0.03 0.00
H 1.840906 -2.772805 7.972736 -0.01 0.00 0.00
H -3.912532 2.363188 0.143638 -0.01 -0.01 0.07
H 0.896810 -5.705490 -1.260641 0.03 -0.01 -0.05
H 3.417981 -2.653987 1.269357 0.05 -0.02 0.05
H 1.384016 2.450869 3.592106 0.01 0.01 -0.01
H -2.113038 0.070085 2.861643 -0.07 0.03 -0.02
H 1.790587 2.653771 1.320430 0.05 0.04 -0.02
H 3.552070 2.762121 4.980379 -0.04 0.02 -0.01
H 1.432979 4.654858 -0.101312 0.03 0.00 0.02
H 3.837505 5.151211 4.316487 0.01 -0.01 0.00
H -0.329617 1.053576 -5.642561 0.02 -0.04 0.00
H 7.077146 -0.699773 -1.418115 0.00 0.01 0.01
H 2.599730 2.416517 -3.562251 -0.02 0.02 0.00
H -4.106063 -3.466978 -6.053459 0.02 -0.01 0.00
H -2.486022 4.283879 3.522560 0.00 0.00 0.01
H 5.704288 4.119463 0.812540 -0.01 -0.04 0.00
H 0.612348 -0.633115 7.934639 0.02 0.01 0.00
H -0.186152 3.302762 -4.485582 0.02 0.04 0.02
H -0.235467 0.566947 -3.177264 0.00 -0.07 0.08
H -2.883226 1.877566 -4.167530 -0.05 0.02 -0.06
H -4.668296 1.875062 -2.170595 -0.05 0.02 -0.05
```
Positions in Å, forces in eV/Å.